Entry 1:
{
  "formula": "C7H12O2",
  "method": "ωB97M-V/def2-TZVPD",
  "gap_ev": 9.785,
  "smiles": "C=C(O)C(C)(C)C(C)=O",
  "max_force_ev_per_a": 0.5,
  "symbols": ["C", "C", "C", "C", "C", "C", "C", "O", "O", "H", "H", "H", "H", "H", "H", "H", "H", "H", "H", "H", "H"],
  "coordinates": [[0.9724, -0.5901, 0.4189], [-0.0079, 0.1040, -0.5031], [1.9438, -0.0114, 1.1109], [-0.0076, 1.6272, -0.3428], [0.3435, -0.2698, -1.9479], [-1.8598, -0.2057, 1.2541], [-1.4209, -0.4047, -0.1753], [0.7494, -1.9366, 0.4411], [-2.1429, -0.8826, -1.0087], [1.4165, -2.3705, 0.9868], [2.1157, 1.0453, 1.0861], [2.6122, -0.5920, 1.7262], [-0.8078, 2.0541, -0.9437], [-0.3801, 0.1700, -2.6291], [-0.1548, 1.9174, 0.6938], [0.9358, 2.0389, -0.6926], [1.3389, 0.0901, -2.1981], [0.3127, -1.3495, -2.0668], [-2.5727, -0.9801, 1.5255], [-1.0188, -0.2094, 1.9404], [-2.3676, 0.7556, 1.3244]]
}



Entry 2:
{
  "formula": "C7H12O2",
  "method": "ωB97M-V/def2-TZVPD",
  "gap_ev": [8.209, 8.208],
  "max_force_ev_per_a": 4.4,
  "symbols": ["C", "C", "C", "C", "C", "C", "C", "O", "O", "H", "H", "H", "H", "H", "H", "H", "H", "H", "H", "H", "H"],
  "coordinates": [[0.1857, 0.5868, -0.4053], [-1.5946, 1.1498, -0.2431], [-0.9371, 0.4744, -1.3940], [2.9653, -1.0917, -0.2484], [-2.7292, 0.5408, 0.5132], [0.2578, -0.3361, 0.6050], [0.0476, -1.0797, 1.6458], [1.6808, -0.9306, -0.7503], [1.0541, 1.6449, -0.4761], [1.7475, 1.3600, -1.0899], [-1.4957, 2.2273, -0.1986], [-1.2601, -0.5401, -1.6003], [-0.7659, 1.0603, -2.2915], [3.6991, -1.1323, -1.0708], [3.2766, -0.2649, 0.4195], [3.0723, -2.0305, 0.3222], [-3.6778, 0.8541, 0.0581], [-2.7048, -0.5479, 0.4761], [-2.7499, 0.8692, 1.5535], [0.6384, -1.9754, 1.7956], [-0.7102, -0.8384, 2.3793]]
}



Entry 3:
{
  "formula": "C7H12O3",
  "method": "ωB97M-V/def2-TZVPD",
  "gap_ev": 10.664,
  "smiles": "C[C@H]1C[C@]1(CCO)C(=O)O",
  "max_force_ev_per_a": 5.2,
  "symbols": ["C", "C", "C", "C", "C", "C", "O", "C", "O", "H", "H", "H", "H", "H", "H", "H", "H", "H", "H", "O", "H", "H"],
  "coordinates": [[-4.8770, 0.8617, 0.4105], [-3.4123, 0.5985, 0.1678], [-2.7722, 0.8326, -1.1657], [-2.4196, 1.7324, -0.0005], [-2.8503, 3.1896, -0.0015], [-1.7430, 4.0322, -0.6245], [-0.5178, 3.6323, -0.0229], [-1.0875, 1.5734, 0.6700], [-0.9194, 1.5336, 1.8662], [-5.2693, 1.6472, -0.2489], [-5.4558, -0.0520, 0.2146], [-5.0577, 1.1614, 1.4528], [-3.0082, -0.2523, 0.7229], [-2.0766, 0.0728, -1.5274], [-3.3727, 1.3020, -1.9479], [-3.7779, 3.3302, -0.5688], [-3.0239, 3.5104, 1.0355], [-1.6982, 3.8482, -1.7094], [-1.9226, 5.1008, -0.4338], [0.0959, 1.1279, -0.2822], [0.1578, 3.0078, -0.7236], [-0.3158, 0.9181, -1.1289]]
}



Entry 4:
{
  "formula": "C7H12O4Si",
  "method": "ωB97M-V/def2-TZVPD",
  "gap_ev": 8.842,
  "smiles": "C=C[C@@H](C(=O)C(=C)C)[Si](O)(O)O",
  "max_force_ev_per_a": 5.0,
  "symbols": ["C", "C", "C", "C", "C", "C", "C", "O", "O", "O", "O", "Si", "H", "H", "H", "H", "H", "H", "H", "H", "H", "H", "H", "H"],
  "coordinates": [[1.7691, 2.6083, 0.1740], [-2.4388, 0.9167, -0.5562], [1.4576, 1.5622, -0.6068], [-1.7836, -0.1805, -0.7086], [-0.3402, -0.1627, -0.8685], [-2.3598, -1.5887, -0.7052], [0.3865, 0.6959, -0.0260], [0.0632, -0.8867, -1.7643], [2.0715, -2.0507, -0.0507], [0.1832, -1.5603, 1.7401], [2.4959, -0.4266, 2.1839], [1.5015, -1.0096, 0.9640], [2.4243, 3.3247, -0.1710], [1.2643, 2.8772, 1.0248], [-3.5102, 0.9245, -0.3650], [-1.9151, 1.8662, -0.6509], [1.8107, 1.3399, -1.5548], [-1.7622, -2.2228, -0.0816], [-3.4957, -1.4746, -0.4688], [-2.2098, -1.8924, -1.7826], [-0.1720, 1.2118, 0.7543], [1.6312, -2.0087, -0.9563], [-0.4174, -0.9618, 2.1877], [3.3457, -0.9014, 2.2884]]
}



Entry 5:
{
  "formula": "C7H12S",
  "method": "ωB97M-V/def2-TZVPD",
  "gap_ev": 9.427,
  "smiles": "C#C[C@@H](S)CCCC",
  "max_force_ev_per_a": 3.7,
  "symbols": ["C", "C", "C", "C", "C", "C", "C", "S", "H", "H", "H", "H", "H", "H", "H", "H", "H", "H", "H", "H"],
  "coordinates": [[-1.4146, -0.1162, -0.7447], [-1.6660, -1.4024, -0.1881], [0.0329, 0.1624, -1.1898], [-2.1907, -2.4574, -0.2165], [0.9092, -0.6568, -0.3400], [1.7377, 1.4977, 0.6386], [1.1596, 0.1517, 0.8996], [-1.9376, 1.0918, 0.4738], [-2.1367, 0.2729, -1.5536], [0.3669, -1.7785, -0.2446], [0.2041, 0.0186, -2.2204], [0.2632, 1.2067, -0.9899], [-2.1915, -3.3391, 0.2931], [1.8987, -0.6843, -0.7464], [2.4609, 1.9697, 1.2200], [0.8654, 2.2010, 0.8214], [2.1624, 1.5961, -0.3959], [0.2705, 0.3640, 1.4232], [1.6180, -0.4207, 1.6528], [-2.4123, 0.3229, 1.4075]]
}



Entry 6:
{
  "formula": "C7H12S",
  "method": "ωB97M-V/def2-TZVPD",
  "gap_ev": 9.030,
  "smiles": "C=CSC(=C)CCC",
  "max_force_ev_per_a": 4.4,
  "symbols": ["C", "C", "C", "C", "C", "C", "C", "S", "H", "H", "H", "H", "H", "H", "H", "H", "H", "H", "H", "H"],
  "coordinates": [[0.8757, -1.3830, -0.5259], [-0.0619, 1.1957, 0.7433], [-0.7805, 2.1524, 0.1419], [-2.0409, -0.7895, 0.3208], [1.6877, -0.5334, 0.4991], [1.3909, 1.0292, 0.5259], [-1.9680, -0.6168, -1.0248], [-0.9705, -0.2270, 1.5836], [0.7230, -2.4211, -0.2079], [-1.8158, 2.2635, 0.1581], [-0.1684, 2.6968, -0.5671], [-2.7853, -1.4180, 0.7117], [1.3828, -1.0467, 1.4271], [2.7464, -0.6928, 0.4330], [1.5687, 1.5115, -0.3506], [2.0227, 1.4721, 1.2464], [-2.3660, -1.2749, -1.7419], [-1.1272, -0.0682, -1.3271], [0.2332, -0.4697, -0.5843], [1.4534, -1.3802, -1.4615]]
}



One value per record, in order, for energy relative to the best compared isomer or geometry (same formula, charge and spin): 4.6, 131.7, 46.5, 28.0, 114.2, 97.8 kcal/mol.